{"formula": "C45H80O23", "method": "wB97M-V/def2-TZVPD", "energy_ev": -95051.762, "e_lumo_ev": 0.408, "largest_force_ev_per_a": 3.3, "smiles": "COC(=O)OC.COC(=O)OC.COC(=O)OC.O=C1CCCO1.O=C1CCCO1.O=C1CCCO1.O=C1CCCO1.O=C1CCCO1.C1CCOC1.C1CCOC1.C1CCOC1.C1CCOC1", "homo_ev": -9.45, "elements": ["H", "O", "C", "H", "O", "H", "C", "C", "H", "C", "H", "O", "H", "H", "H", "H", "H", "C", "H", "H", "H", "O", "O", "H", "H", "H", "H", "C", "C", "C", "H", "H", "C", "H", "O", "H", "H", "H", "C", "C", "C", "H", "C", "H", "C", "O", "C", "C", "H", "C", "H", "O", "H", "C", "H", "H", "C", "C", "O", "C", "O", "H", "H", "O", "C", "H", "H", "O", "C", "O", "H", "H", "H", "O", "H", "C", "H", "H", "C", "H", "C", "O", "C", "H", "O", "C", "H", "H", "C", "H", "H", "H", "H", "H", "H", "C", "O", "H", "H", "C", "C", "H", "C", "H", "H", "H", "O", "C", "H", "C", "H", "O", "H", "C", "H", "C", "H", "H", "O", "H", "H", "H", "C", "O", "C", "H", "H", "H", "H", "H", "H", "C", "H", "O", "H", "H", "H", "C", "O", "H", "H", "C", "H", "C", "H", "C", "C", "H"], "positions_angstrom": [[-15.92297, 20.61652, 3.69568], [-20.18044, 20.09542, 11.04920], [-17.00736, 23.57910, 11.19294], [-16.39858, 20.74613, 0.90748], [-15.93595, 16.91181, 0.73632], [-21.23208, 14.41627, 7.74445], [-23.31166, 22.65496, 6.54218], [-20.89655, 15.68728, 5.99114], [-21.71938, 17.80178, 11.80674], [-19.87044, 20.93545, 2.10073], [-15.66661, 14.45510, 7.67939], [-18.44871, 20.70827, 7.59582], [-15.40624, 17.58430, 13.04653], [-13.71261, 22.50507, 2.73825], [-22.47245, 19.19854, 12.38273], [-14.41944, 24.05591, 2.22999], [-11.62926, 19.85784, 9.80381], [-14.71616, 19.52294, 12.40824], [-21.96195, 20.14942, 4.45450], [-18.96138, 23.29900, 0.12267], [-18.16710, 17.33076, 4.16963], [-17.11872, 17.58641, 2.45309], [-11.91112, 18.06277, 7.68653], [-17.86195, 22.11560, 0.61857], [-17.47846, 18.39000, 13.83458], [-16.24512, 24.19810, 5.96672], [-15.50258, 20.15733, 6.48636], [-11.14887, 19.20705, 7.26370], [-17.00561, 19.78798, 12.26626], [-23.22230, 19.66058, 9.51139], [-12.83520, 17.42690, 5.37099], [-21.34122, 17.82532, 5.68752], [-20.64607, 17.17261, 6.22074], [-24.29572, 18.73431, 11.03399], [-16.39351, 25.81878, 10.89852], [-17.88719, 27.67989, 7.36356], [-10.16128, 19.18878, 7.74201], [-18.45901, 15.15482, 3.44572], [-15.31217, 18.59208, 13.45705], [-16.51828, 14.82743, 7.12064], [-15.62153, 21.01780, 1.61244], [-14.79479, 20.30859, 1.61847], [-17.78248, 20.28925, 8.76671], [-15.68694, 21.19183, 9.00857], [-16.23180, 21.38054, 2.97302], [-18.74088, 24.59748, 4.80079], [-15.23536, 25.13656, 11.39731], [-17.66734, 20.19578, 6.49609], [-17.76073, 20.55015, 12.44931], [-12.63620, 18.33134, 8.77793], [-17.31612, 21.32011, 2.97203], [-23.58466, 21.70198, 7.24394], [-15.02471, 23.57762, 10.03003], [-17.93345, 15.67995, 1.38990], [-21.42452, 15.51133, 5.05063], [-23.54384, 19.23276, 8.55606], [-13.65384, 17.63402, 4.68860], [-17.04217, 24.59723, 6.58287], [-18.72142, 26.21556, 6.28252], [-16.24598, 20.42812, 8.47947], [-22.16105, 23.33072, 6.48785], [-17.96456, 19.26032, 9.08628], [-16.18322, 25.71113, 8.22043], [-15.08258, 22.30546, 1.20658], [-16.71967, 19.14566, 13.64053], [-20.96075, 18.97257, 3.47080], [-12.89425, 20.62084, 7.04112], [-20.84689, 21.04148, 2.98332], [-18.04532, 26.61108, 7.48667], [-24.14809, 23.18132, 5.62779], [-17.23719, 23.91109, 7.40936], [-15.38739, 22.66623, 4.47931], [-17.73374, 25.38992, 12.31038], [-13.56849, 19.61066, 12.09059], [-17.48852, 14.69356, 1.27927], [-21.05879, 19.97546, 3.88827], [-21.18421, 18.39261, 7.96755], [-13.52347, 17.07019, 3.76249], [-20.92927, 17.36777, 7.69660], [-25.99574, 23.31950, 4.96460], [-14.93160, 16.32118, 6.12750], [-13.25814, 17.51936, 9.32969], [-21.01593, 22.71888, 7.07446], [-18.55089, 15.79921, 0.49501], [-15.72222, 20.22547, 11.81477], [-21.26327, 19.73521, 10.71184], [-17.26329, 23.09184, 12.13515], [-16.67821, 19.85485, 14.46906], [-17.51865, 25.02797, 11.29302], [-19.63239, 17.52187, 6.01714], [-15.76165, 19.45366, 8.54724], [-13.28614, 20.43088, 9.47558], [-25.82718, 21.90659, 6.11826], [-10.89326, 19.15834, 6.20317], [-25.19982, 21.81413, 4.49925], [-18.90607, 22.22506, 0.31746], [-14.88153, 17.38215, 5.31335], [-17.37632, 15.06421, 7.73868], [-17.37357, 22.97089, 10.36456], [-16.70050, 25.95570, 7.29373], [-15.48331, 23.67196, 11.01168], [-22.70680, 14.81408, 7.00729], [-18.24782, 25.06456, 5.76351], [-17.83524, 19.12260, 6.36572], [-19.83725, 15.64226, 2.59374], [-11.55027, 21.28426, 7.81065], [-21.90414, 20.20903, 9.63609], [-16.31942, 20.70965, 6.96694], [-14.96927, 23.06712, 11.75919], [-21.72708, 15.25273, 7.22345], [-20.01260, 15.06018, 5.88357], [-16.19217, 16.08999, 6.51203], [-23.87658, 20.52826, 9.62639], [-23.34906, 18.52177, 10.52425], [-14.66587, 18.60233, 14.32887], [-16.89391, 16.76737, 1.40696], [-20.68874, 21.83400, 6.52341], [-13.63383, 18.65638, 4.32048], [-19.86273, 22.02487, 1.35088], [-19.14450, 17.96708, 2.85195], [-17.92383, 20.96267, 9.60935], [-21.14404, 22.37122, 8.09761], [-14.61448, 22.99408, 2.33244], [-21.89145, 16.38907, 8.05452], [-12.47519, 19.81477, 9.11341], [-17.47175, 19.05479, 11.60706], [-17.94558, 20.61659, 5.52591], [-20.18722, 23.41401, 7.00645], [-23.47870, 17.51236, 10.14650], [-19.16006, 21.65725, -0.57574], [-16.05333, 26.44126, 6.56549], [-18.77485, 15.85815, 2.66736], [-18.37812, 25.23151, 10.65306], [-13.96108, 15.68423, 6.46608], [-16.15995, 21.76769, 6.76650], [-20.17947, 19.97019, 4.54834], [-18.57700, 26.28874, 8.37701], [-12.07944, 20.32633, 7.69927], [-19.08613, 20.01741, 1.95656], [-16.78889, 14.16997, 6.29919], [-16.51359, 23.41910, 3.46073], [-25.37363, 22.50614, 5.33236], [-20.03337, 17.15789, 8.30801], [-15.67294, 22.71496, 3.42507], [-15.25192, 25.36541, 12.47435], [-22.14364, 18.73511, 11.44559], [-18.33926, 17.28266, 3.09506], [-14.34458, 25.61110, 10.98932]], "atomic_forces_ev_per_a": [[-0.1149, -0.1231, -0.0107], [0.8580, 0.4536, 0.0294], [0.0677, -0.5706, -0.0007], [0.2424, -0.2611, -0.2408], [1.1271, -0.0068, -1.3451], [0.3021, 0.4653, 0.1993], [-0.3348, -0.6052, -0.2917], [-0.5383, -0.4048, -0.4576], [0.6831, 0.0931, -0.5059], [1.1978, -0.4125, -1.0192], [-0.0515, -0.1159, 0.1228], [-1.1228, -0.5330, -0.1784], [0.5311, 0.0034, -0.0742], [0.3089, 0.1953, -0.4275], [0.1207, 0.3214, -0.1615], [-0.0979, -0.0058, -0.8128], [-0.0195, 0.2990, -0.0366], [-0.3113, -0.8692, 0.0179], [-0.1924, 0.0678, -0.1705], [-0.3576, -0.1892, -0.2670], [0.0951, 0.0634, 0.0105], [-0.4073, 0.3622, -0.0111], [1.0797, -0.8113, -1.0650], [-0.2715, -0.6516, 0.2118], [0.0969, -0.0268, 0.2737], [-0.0393, 0.0133, -0.1356], [0.0303, 0.2318, -0.2144], [-0.4712, 0.1295, -0.3850], [-0.2912, -0.6011, 1.7727], [-0.9434, -0.3160, -0.3960], [0.1077, 0.0852, -0.0267], [0.0014, -0.3102, -0.3023], [0.1747, 0.6480, 0.3126], [0.1795, -0.2620, 0.3125], [-0.0090, 0.3784, -1.0002], [-0.5705, 0.1516, 0.7106], [-0.3437, 0.2609, 0.4531], [0.3071, -0.0241, -0.1765], [-0.4104, 0.0929, -0.3688], [0.3943, 0.7307, -0.4538], [0.0892, 2.0695, 0.4793], [-0.1918, -0.2752, 0.2134], [1.9992, 0.7681, 1.0119], [-0.2079, 0.0014, 0.3153], [0.1605, -2.0702, 1.0082], [-0.4432, -0.9341, -1.4106], [-0.9240, 0.7711, 0.2869], [0.0333, 1.2214, 0.6056], [0.4941, 0.6618, -0.6873], [0.4694, 2.7224, -0.2492], [-0.0203, 0.2277, -0.2150], [0.4617, 0.5568, -0.3464], [-0.5762, -0.6268, -0.2114], [-1.1504, -0.5520, -0.4228], [-0.2325, 0.1305, 0.1347], [1.1690, 0.4929, -0.4884], [1.1300, 0.1741, -0.7346], [-0.2467, 1.4497, 0.9475], [-0.9123, 0.2275, 0.2718], [-0.9114, -0.9752, -1.7221], [-0.5543, -0.1496, 0.0159], [-0.5400, -0.0119, -0.2727], [0.1651, 0.5548, 0.0297], [0.0275, 0.3805, -1.1828], [0.2555, -0.2509, -0.0054], [-0.7226, 0.1671, -0.6268], [-0.3223, -0.8994, -0.0927], [-0.8194, 0.1931, -0.3556], [1.1871, 0.1780, -1.5855], [0.5178, -0.0574, 0.6596], [-0.6281, -0.4399, -0.4893], [0.7719, -0.0355, -0.2630], [-0.3522, -0.7418, -0.0021], [-0.1555, 0.4831, -0.0310], [0.2560, 0.0948, 0.1064], [2.0359, -0.4890, 0.7385], [-0.6818, -0.1652, -0.0731], [-0.2003, -0.5377, 0.2349], [1.2406, -0.5211, 0.7879], [-0.3626, -0.2826, 0.2083], [1.1480, -0.6790, 0.3290], [-1.7904, -2.3794, 1.5092], [0.7097, -0.8057, 0.2097], [0.0549, 0.1668, -0.0134], [-0.1041, 0.5038, -0.4865], [-0.6056, -1.1038, 0.4488], [0.1629, -0.3659, -0.1871], [-0.4318, 0.2471, -0.2276], [0.9626, 0.3808, -0.2574], [-0.0228, -0.1774, -0.2484], [0.1674, 0.1060, 0.6172], [-0.4541, -0.7685, 0.5433], [0.2284, 0.4847, 0.4417], [-0.6490, -0.2606, -0.0770], [0.0954, 0.1431, 0.0567], [0.4362, 0.8501, -0.0011], [-1.5252, -0.0717, 0.3322], [-0.0283, -0.2930, 0.1913], [-0.6483, 0.3078, 0.1204], [1.0377, -2.1348, -0.1361], [0.7700, 1.4408, 1.7892], [-0.0789, 0.5233, -0.2735], [0.6219, -0.0467, 1.4045], [0.6034, -0.2379, 0.4633], [-0.1297, 0.6145, -0.4290], [0.2219, -0.2182, -0.0493], [0.3185, -0.2777, -0.7558], [1.8966, -1.0905, -0.6659], [0.1075, -0.4269, -0.4486], [0.1169, -0.7415, -0.0654], [0.3294, 0.3103, 0.3164], [-0.0520, 0.8025, -0.4702], [-0.1673, -0.3314, 0.4892], [-0.9239, 0.9683, 1.1740], [-0.0858, -0.1951, 0.0832], [-0.4520, -0.2981, 1.3734], [-0.3129, 0.0309, -0.2390], [-0.2425, 0.3078, 0.5225], [-0.5997, 0.5068, 0.4225], [0.4213, 0.4858, -0.2784], [-1.1186, -0.0401, -0.1402], [-0.3664, 0.3031, 0.0983], [-0.1688, -1.0773, 2.2024], [-0.6983, 0.3276, -0.0262], [0.2598, 0.2579, -1.8286], [0.3896, 0.0317, -0.3399], [-0.3513, 0.4631, 0.3418], [-0.2213, 0.3356, 0.0273], [0.5610, 0.1088, -0.5337], [0.1165, -0.1172, 0.1177], [-0.0364, 0.7742, 0.4326], [1.4358, -0.3356, 0.4445], [0.1550, 0.1548, -0.0462], [-0.7551, 0.0121, -0.2502], [-0.4382, 0.0321, -0.2808], [-0.3704, 0.1747, 0.4401], [-0.1066, 0.1680, 0.0307], [1.8813, 1.6891, 1.2853], [-0.6969, 0.1890, 0.4521], [-0.0533, -0.3592, 0.1689], [0.2969, 0.3000, -0.4780], [0.1676, -0.0408, -0.8524], [0.1414, 0.0051, -0.2724], [-1.2220, 0.5028, -0.1611], [0.3358, -0.6504, 0.1008], [-1.1518, -0.1621, 0.4042], [-1.3470, -0.6807, 0.8865], [-0.0599, -0.1008, -0.2308]], "mulliken_charge": [-0.58, -0.59, 0.89, 0.21, -0.60, 0.27, 0.77, -0.49, 0.33, 0.66, 0.33, 0.11, 0.23, 0.29, 0.35, 0.44, 0.39, 0.37, 0.43, 0.25, -0.25, -0.16, -0.40, 0.06, 0.42, -0.02, 0.04, -0.49, 0.05, -0.52, 0.32, -0.21, 1.64, 0.36, -0.45, 0.36, 0.28, 0.15, -0.50, -0.77, -0.65, 0.31, -0.43, -0.49, 2.09, -0.46, -0.69, 0.50, 0.23, 0.59, -1.06, -0.55, 0.20, -0.67, 0.28, 0.18, -0.87, 0.76, -0.43, 0.72, -0.36, 0.17, 0.31, -0.52, -0.85, 0.51, 0.00, -0.27, -0.34, -0.39, -0.31, -0.03, 0.29, -0.58, 0.36, -0.59, -0.21, 0.34, -0.10, 0.26, 0.45, -0.58, -0.03, 0.27, -0.07, 0.26, 0.05, 0.31, -0.44, -0.75, 0.03, -0.16, 0.30, 0.34, 0.25, -0.37, 0.03, 0.19, -0.70, -0.73, -0.11, 0.31, 0.33, -0.43, 0.48, 0.40, -0.01, 0.28, 0.15, -0.64, 0.15, -0.03, 0.65, -0.59, 0.38, 0.41, 0.07, 0.24, -0.39, -0.51, -0.12, 0.34, -0.64, -0.38, 0.02, 0.09, -0.41, -0.03, 0.23, 0.30, 0.35, -0.59, 0.21, -0.57, -0.27, 0.06, 0.16, -0.32, -0.52, 0.27, 0.08, -0.65, 0.10, 0.05, 0.33, -0.55, 1.14, 0.35]}